{
  "formula": "C4H10N2OS",
  "method": "ωB97M-V with the def2-TZVPD basis set",
  "elements": ["S", "O", "N", "N", "C", "C", "C", "C", "H", "H", "H", "H", "H", "H", "H", "H", "H", "H"],
  "xyz": [[-2.66802, 0.02074, -0.12061], [-3.41579, -0.10114, 1.13580], [-0.50333, 1.48648, 0.05689], [-1.56315, -1.22127, -0.24428], [-0.33274, -0.82899, -1.01374], [0.35479, 0.34317, -0.24054], [1.66869, 0.80652, -0.86944], [0.70022, -0.05646, 1.23680], [1.45756, 1.09960, -1.87471], [-0.56805, 1.79895, 1.01024], [1.25162, -1.12724, 1.36992], [1.43370, 0.66308, 1.70581], [-1.67795, -1.96140, 0.42691], [2.29007, -0.02372, -1.05825], [2.05689, 1.48896, -0.26305], [-0.46146, -0.39697, -1.99682], [0.13383, -1.83843, -1.07136], [-0.15686, -0.15186, 1.81043]],
  "atomic_forces_ev_per_a": [[1.2727, 0.4210, 0.4694], [0.2086, -0.2172, -0.2503], [-1.7095, -0.2637, -3.6489], [-0.8451, 2.0359, -1.6934], [-0.6175, -0.7128, 2.1388], [1.0058, -0.0605, 4.4156], [-3.1934, -2.8871, -2.7694], [4.0078, -3.0139, -0.6569], [-0.0993, 1.1870, -0.6459], [0.2202, -0.6048, 0.5989], [-1.0175, 2.1636, -0.5252], [-1.0119, -0.5230, -0.5522], [0.6523, -0.2045, 0.0764], [1.0942, -1.1783, 0.4776], [1.9524, 3.0349, 2.0194], [-0.9868, -0.4509, -0.4666], [0.7724, 1.2425, -0.1419], [-1.7054, 0.0318, 1.1545]],
  "nbo_charge": [1.3289, -0.8775, -0.6575, -0.8381, -0.2344, 0.0442, -0.5887, -0.6161, 0.2081, 0.3399, 0.1797, 0.2142, 0.4246, 0.2055, 0.2136, 0.2182, 0.2334, 0.2024],
  "relative_energy_kcal_mol": 111.0,
  "charge": 0,
  "homo_energy_ev": [-7.911, -9.114]
}